Record 1
# C11H25FeN5O7

A molecular structure, C11H25FeN5O7 (wB97M-V/def2-TZVPD, the OMol25 dataset).

```
49
Properties=species:S:1:pos:R:3:forces:R:3
O 0.2115 0.3665 -4.4234 -0.6300 0.3210 0.0398
H -0.6806 0.6096 -4.0717 0.6522 -0.2308 -0.1518
Fe -1.0308 0.5006 -0.7003 6.2416 -1.6203 -1.9030
N -0.1737 1.5958 0.6326 2.2861 3.1481 0.9063
N 1.0310 0.8801 -1.5134 1.5677 0.8279 0.9640
N -1.4711 -0.7690 0.6356 0.0366 -5.2708 0.8890
N -0.4475 -1.3932 -1.6169 -1.6402 -2.8823 1.7766
O -0.4216 1.6256 1.9132 -0.4329 -0.1099 -0.2625
O -1.6840 -0.5351 1.9656 -0.3243 0.7280 -0.3018
O 0.4606 -1.8454 -2.5025 0.4186 0.6635 -1.0059
O 1.9112 0.2571 -2.1899 -1.0021 0.1898 -0.6554
C 1.5247 2.0225 -0.9246 -0.7217 -0.9449 -0.7119
C 0.8642 2.4079 0.2600 -1.2742 -1.4301 0.6556
C -1.5975 -2.0661 0.3141 -0.2877 3.1275 1.2469
C -1.0043 -2.4096 -0.9323 1.2414 1.7260 -1.9594
C 1.4114 3.3614 1.2639 0.3384 0.4871 0.0810
H 2.2277 2.8920 1.8425 -0.3042 0.0874 -0.1938
H 0.6344 3.6618 1.9769 0.2063 -0.1450 -0.2659
H 1.8279 4.2565 0.7835 -0.0590 -0.2601 0.0331
C 2.8324 2.5509 -1.3743 0.3148 0.2347 0.0689
H 3.0115 2.1902 -2.3953 0.0771 0.2353 0.3435
H 3.6320 2.1609 -0.7212 -0.1056 0.1278 -0.2951
H 2.8551 3.6491 -1.3287 0.0218 -0.3126 -0.0054
C -2.1299 -3.0508 1.2896 -0.1218 -0.3401 0.1332
C -0.8437 -3.8335 -1.3101 0.1187 -0.3640 -0.0250
H -2.5449 -2.5113 2.1447 0.1030 -0.2885 -0.1828
H -1.3362 -3.7289 1.6353 -0.1666 0.1765 -0.0067
H -2.9103 -3.6738 0.8342 0.1597 0.1024 0.0357
H -0.2698 -3.8986 -2.2343 -0.1438 -0.1779 0.1808
H -1.8377 -4.2815 -1.4443 0.2114 0.0152 -0.0283
H -0.3382 -4.4007 -0.5139 -0.0596 0.1273 -0.2606
H -1.2702 0.3947 2.0692 -0.1979 -0.2132 0.1296
H 1.0550 -1.0431 -2.6844 -0.3571 -0.4605 0.3621
C -2.5328 1.0986 -0.3062 -4.7591 2.3900 -1.0223
H -2.5816 2.0144 0.2303 -0.2678 0.8273 0.6492
H -3.3854 0.4832 -0.1771 -1.0249 -0.5395 0.4839
H -2.5362 1.3602 -1.4427 -0.0983 0.0412 0.3055
O -5.1163 2.9267 -2.2657 -0.0759 0.6563 0.6979
H -5.7053 2.4649 -1.6531 0.1192 -0.0325 -0.2189
H -4.9776 3.7859 -1.8171 -0.0187 -0.6375 -0.4740
C 3.2689 -1.9512 2.1297 0.1513 -0.4461 -0.2908
C 2.1678 -0.9691 1.8367 -1.0722 0.4894 -1.0514
N 2.0477 -0.0463 2.8327 -0.9893 0.5340 -0.5332
O 1.4605 -0.9427 0.8117 1.4223 -0.2869 1.8129
H 3.0790 -2.4560 3.0852 0.0424 0.0974 -0.1787
H 4.2213 -1.4123 2.2106 -0.1709 -0.1688 -0.0496
H 3.3310 -2.6984 1.3391 0.0404 0.1116 0.0586
H 1.2348 0.5810 2.8077 0.4401 -0.2920 -0.0311
H 2.5260 -0.1817 3.6987 0.0947 -0.0184 0.2112
```
Forces are in eV/Å.

Computed properties:
2S+1: 5
E, a.u.: -2497.8706
<S²>: 6.224
Highest occupied orbital energy (alpha / beta), eV: -7.335 / -6.142
Frontier orbital gap (alpha / beta), eV: 7.046 / 4.565
Lowest unoccupied orbital energy (alpha / beta), hartree: -0.011 / -0.058

***

Record 2
# C11H25N3O4ReS3Se

A molecular structure, C11H25N3O4ReS3Se (wB97M-V/def2-TZVPD, the OMol25 dataset).

```
48
Properties=species:S:1:pos:R:3:forces:R:3
Re -1.4102 0.2238 -0.9934 3.2011 -0.1052 2.7370
C 1.9141 3.1847 2.7588 -0.1176 0.1943 -0.2044
C 2.6753 2.9837 1.4427 -0.1429 -0.1996 0.1785
S 1.9652 1.7903 0.2549 -0.0176 0.2032 -0.0642
C 1.1117 2.8237 -0.9772 0.0758 -0.1951 0.4668
C -0.1714 3.4864 -0.5117 -0.0948 -0.0654 -0.3552
S -1.4616 2.3647 0.1388 0.5020 0.3363 -0.1863
C -1.0015 2.0433 1.8987 -0.3392 -0.4983 -0.0083
C -0.9662 3.2765 2.7833 0.3814 0.3354 -0.1137
S 0.5117 4.3436 2.6757 -0.0933 -0.0739 -0.0725
H 2.6051 3.6443 3.4657 -0.0012 -0.0864 0.0633
H 1.5852 2.2368 3.1834 0.0763 -0.0063 0.0729
H 3.6520 2.5615 1.6830 0.0335 0.0316 -0.0725
H 2.8410 3.9306 0.9307 0.0064 -0.0055 -0.0346
H 0.9091 2.1415 -1.8083 0.0626 0.1016 -0.1043
H 1.8031 3.5877 -1.3325 -0.0378 0.0120 -0.1022
H -0.6454 3.9987 -1.3530 -0.0934 -0.0227 0.0706
H 0.0103 4.2141 0.2760 -0.0367 0.0132 0.0581
H -0.0673 1.4924 1.8928 0.0631 0.0345 0.0256
H -1.8031 1.3810 2.2404 -0.0222 0.0347 -0.0583
H -1.0623 2.9520 3.8193 -0.0811 -0.1597 -0.0278
H -1.8046 3.9428 2.5749 -0.0276 -0.0217 0.0540
O -2.2318 -1.3034 -2.2130 0.6948 -0.0732 -0.1527
Se -3.5172 -0.2679 -2.0205 -2.9715 -1.2574 -0.4589
O -4.9145 -0.5699 -2.6064 -1.2305 -0.1370 -0.6411
O -3.2908 -0.0917 -0.3307 0.4704 0.2009 0.1085
O -2.6369 1.1027 -2.3687 0.7989 0.5221 -0.1461
C 1.2773 -0.8871 -1.8908 0.1298 0.0351 0.4990
N 0.8310 -2.2106 -1.5160 -0.3797 0.2107 -0.0202
C 0.8093 -3.1936 -2.6108 0.1074 -0.1352 -0.2169
C 0.0440 -2.3421 -0.4361 0.7629 -0.7264 -0.1680
N -0.5202 -1.2192 0.1063 -1.2674 0.9417 -0.8751
N -0.1692 -3.5285 0.1154 -0.1346 0.3575 -0.0246
C -1.3333 -3.7684 0.9708 -0.1578 -0.0430 0.2091
C 0.7708 -4.6433 -0.0026 0.1661 -0.2390 -0.0132
H 1.8840 -0.9530 -2.7885 -0.0630 0.0855 -0.0835
H 1.8528 -0.4154 -1.0959 -0.0203 -0.0306 -0.0642
H 0.4191 -0.2155 -2.1567 -0.1325 0.1050 -0.3172
H 0.3563 -2.7339 -3.4908 -0.0072 0.0503 0.0602
H 0.2181 -4.0628 -2.3509 -0.0246 0.0371 0.0519
H 1.8227 -3.5053 -2.8606 -0.0148 -0.0136 0.0547
H -0.9795 -1.4386 0.9864 -0.0495 0.0981 -0.0037
H -1.1075 -3.6068 2.0278 0.0825 0.0110 -0.0431
H -1.6346 -4.8069 0.8524 0.0137 0.0050 -0.0411
H -2.1742 -3.1454 0.6693 0.0221 -0.0274 -0.0374
H 1.7296 -4.2952 -0.3758 -0.0285 0.0167 -0.0069
H 0.3857 -5.4340 -0.6468 -0.0354 0.0656 -0.0190
H 0.9189 -5.0681 0.9900 -0.0279 0.0833 0.0270
```
Forces are in eV/Å.

Computed properties:
2S+1: 2
E, a.u.: -4572.8661
<S²>: 0.762
Highest occupied orbital energy (alpha / beta), eV: -14.261 / -14.269
Frontier orbital gap (alpha / beta), eV: 4.628 / 5.053
Lowest unoccupied orbital energy (alpha / beta), hartree: -0.354 / -0.339
Charge: +2
Energy above the lowest of the compared OMol25 structures with the same formula, charge and spin, kJ/mol: 159.0